{"formula": "C3H3F", "method": "ωB97M-V with the def2-TZVPD basis set", "symbols": ["C", "C", "C", "F", "H", "H", "H"], "positions_angstrom": [[-2.022, -0.088, 0.018], [-0.760, -0.052, -0.134], [0.660, 0.514, 0.022], [1.562, -0.470, 0.028], [-2.968, -0.435, 0.257], [0.721, 1.246, 0.864], [0.916, 1.178, -0.805]], "smiles": "C#CCF", "spin_multiplicity": 1, "homo_lumo_gap_ev": 11.0, "relative_energy_kj_mol": 33.7}

=====

{"formula": "C3H3F2I2O3S", "method": "ωB97M-V with the def2-TZVPD basis set", "symbols": ["C", "C", "C", "O", "O", "O", "F", "F", "S", "I", "I", "H", "H", "H"], "positions_angstrom": [[0.209, 2.574, 0.416], [-1.059, 1.899, 0.011], [0.711, -1.079, -0.551], [1.035, -3.706, -0.407], [-0.594, -2.629, 0.914], [-1.011, -2.715, -1.552], [1.835, -0.846, 0.112], [0.868, -0.845, -1.800], [-0.005, -2.743, -0.441], [-0.995, -0.330, 0.454], [-2.685, 2.172, 1.506], [0.038, 3.589, 0.330], [0.996, 2.350, -0.372], [0.657, 2.309, 1.381]], "spin_multiplicity": 1, "charge": -1, "homo_lumo_gap_ev": 6.7, "relative_energy_kj_mol": 302.9}

=====

{"formula": "C3H3F2N", "method": "ωB97M-V with the def2-TZVPD basis set", "symbols": ["N", "C", "C", "C", "F", "F", "H", "H", "H"], "positions_angstrom": [[-1.313, 2.330, -0.829], [-0.589, 1.482, -0.496], [0.379, 0.417, -0.273], [0.015, -0.870, 0.478], [1.052, -1.812, 0.486], [-1.025, -1.605, -0.145], [0.615, -0.108, -1.200], [1.128, 0.840, 0.340], [-0.263, -0.673, 1.638]], "smiles": "N#CCC(F)F", "spin_multiplicity": 1, "homo_lumo_gap_ev": 12.7, "relative_energy_kj_mol": 66.3}

=====

{"formula": "C3H3F2NO", "method": "ωB97M-V with the def2-TZVPD basis set", "symbols": ["O", "C", "N", "C", "C", "F", "F", "H", "H", "H"], "positions_angstrom": [[-1.158, -0.565, 1.754], [-0.045, -0.060, 1.705], [0.745, 0.095, 0.656], [0.363, -0.128, -0.739], [-0.807, -0.133, -1.496], [-2.008, -0.523, -1.097], [-0.559, -0.016, -2.835], [0.624, 0.545, 2.521], [1.539, 0.600, 0.854], [1.307, 0.184, -1.322]], "smiles": "O=CNC=C(F)F", "spin_multiplicity": 1, "homo_lumo_gap_ev": 9.8, "relative_energy_kj_mol": 152.0}

=====

{"formula": "C3H3F2NOS", "method": "ωB97M-V with the def2-TZVPD basis set", "symbols": ["N", "C", "S", "C", "F", "F", "C", "O", "H", "H", "H"], "positions_angstrom": [[1.135, 1.231, -0.700], [0.798, 0.247, 0.185], [1.744, -1.162, 0.265], [-0.642, -0.068, 0.591], [-1.351, 0.899, -0.238], [-0.943, 0.050, 1.839], [-1.099, -1.399, -0.070], [-1.506, -1.384, -1.170], [2.241, 1.635, -0.678], [0.540, 2.136, -0.589], [-0.917, -2.184, 0.565]], "smiles": "NC(=S)C(F)(F)C=O", "spin_multiplicity": 1, "homo_lumo_gap_ev": 8.5, "relative_energy_kj_mol": 154.9}

=====

{"formula": "C3H3F3N2O2S", "method": "ωB97M-V with the def2-TZVPD basis set", "symbols": ["O", "C", "S", "N", "N", "C", "O", "C", "F", "F", "F", "H", "H", "H"], "positions_angstrom": [[0.502, 1.357, -1.281], [0.359, 0.300, -0.477], [1.034, 0.346, 1.198], [-0.145, -0.721, -0.977], [-0.261, -1.946, -0.519], [-0.631, -2.095, 0.682], [-1.176, -1.219, 1.551], [-0.726, -3.527, 1.098], [0.467, -3.972, 1.373], [-1.327, -3.512, 2.283], [-1.399, -4.331, 0.247], [1.240, 1.853, -0.917], [-0.141, 0.672, 1.012], [-1.977, -1.596, 1.928]], "smiles": "O/C(S)=N/N=C(\\O)C(F)(F)F", "spin_multiplicity": 1, "homo_lumo_gap_ev": 10.0, "relative_energy_kj_mol": 297.2}

=====

{"formula": "C3H3F3O", "method": "ωB97M-V with the def2-TZVPD basis set", "symbols": ["C", "C", "C", "O", "F", "F", "F", "H", "H", "H"], "positions_angstrom": [[1.228, 1.006, -0.236], [-0.110, 0.759, -0.817], [-1.335, -1.578, 0.514], [-0.897, -0.455, 0.347], [-0.948, 1.761, -0.588], [-2.645, -1.867, 0.495], [1.850, -0.235, -0.357], [1.509, 1.459, 0.820], [1.956, 1.654, -0.878], [-0.608, -2.504, 0.701]], "spin_multiplicity": 1, "homo_lumo_gap_ev": [8.4, 8.4], "relative_energy_kj_mol": 461.9}

=====

{"formula": "C3H3F4NO2", "method": "ωB97M-V with the def2-TZVPD basis set", "symbols": ["C", "C", "C", "N", "O", "O", "F", "F", "F", "F", "H", "H", "H"], "positions_angstrom": [[0.960, -1.063, 0.336], [2.533, 0.490, -0.593], [-2.478, 0.455, 0.390], [-1.421, -0.465, 0.583], [1.023, -2.140, 0.725], [1.204, 0.033, -0.133], [-3.690, -0.068, 0.619], [-2.313, 1.478, 1.241], [-1.729, -1.601, -0.210], [-2.560, 1.025, -0.853], [3.226, -0.341, -0.700], [2.891, 1.212, 0.140], [2.353, 0.984, -1.546]], "spin_multiplicity": 1, "homo_lumo_gap_ev": [6.9, 6.9], "relative_energy_kj_mol": 523.2}